Record 1
ORCA calculation (ωB97M-V/def2-TZVPD) on C13H17NO5 in the gas phase.

Atoms and positions in Å:
O 3.09 2.51 -0.46
O 3.42 -0.38 1.07
O -3.08 -0.01 -0.25
O 4.43 -1.82 -0.32
O -1.93 -1.82 -0.91
N 0.49 1.98 -0.07
C -1.86 2.37 0.54
C -1.95 -0.66 -0.58
C 0.98 -1.40 -1.47
C 3.70 0.31 -1.17
C 0.55 -0.11 -0.86
C -4.30 -0.75 -0.27
C -0.78 0.22 -0.48
C 2.72 1.38 -0.72
C -0.77 1.53 0.01
C 3.54 -1.29 2.15
C 3.89 -0.76 -0.12
C -5.09 -0.45 0.99
C 1.32 1.01 -0.59
H 1.78 -1.86 -0.90
H 4.47 -1.86 2.05
H 3.55 -0.70 3.06
H -2.36 1.87 1.37
H -4.53 -0.76 1.87
H -1.47 3.33 0.88
H -5.30 0.61 1.06
H 3.39 -0.16 -2.10
H 4.67 0.79 -1.33
H -4.86 -0.45 -1.17
H 2.69 -1.98 2.15
H -6.03 -1.00 0.96
H 1.34 -1.24 -2.49
H 0.84 2.88 0.20
H -4.06 -1.82 -0.35
H 0.13 -2.08 -1.51
H -2.62 2.55 -0.22

Computed properties:
**Relative energy (zero: lowest compared OMol25 entry of this formula, charge and spin)**: 0.00 kJ/mol
**Strongest force on any atom**: 0.01250 Eh/bohr
**Calculated total energy**: -25485.44985 eV
**E_LUMO**: 0.59 eV
**SMILES**: CCOC(=O)c1c(C)[nH]c(C(=O)CC(=O)OC)c1C
**Frontier orbital gap**: 9.18 eV
**Spin multiplicity**: 1

Charges in e, computed with Löwdin, in the same order as the atoms: 0.08, -0.03, -0.02, 0.11, 0.10, 0.15, 0.00, -0.42, 0.00, 0.01, -0.12, -0.21, -0.03, -0.35, -0.21, -0.03, -0.52, -0.06, -0.14, 0.08, 0.09, 0.10, 0.09, 0.08, 0.08, 0.07, 0.13, 0.14, 0.13, 0.10, 0.08, 0.09, 0.17, 0.12, 0.07, 0.09

Record 2
ORCA calculation (ωB97M-V/def2-TZVPD) on 2 unconnected molecules or ions with the total composition C4H10NO.

Atoms and positions in Å:
O 1.03 -1.79 -0.77
N -1.16 -0.94 -0.25
C 1.48 0.93 0.86
C 0.20 -0.89 -1.09
C 1.18 1.06 -0.44
C -1.64 0.26 0.44
H 2.26 0.46 1.29
H -1.71 1.16 -0.18
H -0.80 0.44 1.23
H 1.81 -1.78 -1.29
H -2.61 0.07 0.97
H 0.87 1.41 1.70
H -1.81 -1.19 -0.97
H 0.30 1.74 -0.72
H 1.90 0.78 -1.10
H -1.29 -1.70 0.31

Computed properties:
**Relative energy (zero: lowest compared OMol25 entry of this formula, charge and spin)**: 508.07 kJ/mol
**Strongest force on any atom**: 0.08360 Eh/bohr
**Calculated total energy**: -7836.05129 eV
**E_LUMO**: -4.47 eV
**Frontier orbital gap**: 8.87 eV
**Spin multiplicity**: 1
**Total charge**: +1

Charges in e, computed with Löwdin, in the same order as the atoms: 0.12, 0.02, -0.01, 0.00, -0.12, -0.03, 0.03, 0.10, 0.10, 0.13, 0.13, 0.10, 0.15, 0.11, 0.04, 0.12

Record 3
ORCA calculation (ωB97M-V/def2-TZVPD) on H2P2S4 in the gas phase.

Atoms and positions in Å:
S 0.87 0.70 1.56
S -0.43 -2.75 2.02
S -1.77 -0.01 0.02
S 1.02 1.07 -1.64
P -0.19 -1.15 0.97
P -0.26 1.74 -0.13
H 0.31 1.88 -2.62
H 0.45 -1.47 -0.18

Computed properties:
**Relative energy (zero: lowest compared OMol25 entry of this formula, charge and spin)**: 38.78 kJ/mol
**Strongest force on any atom**: 0.05483 Eh/bohr
**Calculated total energy**: -61952.13787 eV
**E_LUMO**: -0.82 eV
**SMILES**: S=[PH]1SP(S)S1
**Frontier orbital gap**: 8.50 eV
**Spin multiplicity**: 1

Charges in e, computed with Löwdin, in the same order as the atoms: 0.09, 0.14, 0.08, 0.20, -0.34, 0.06, -0.11, -0.11

Record 4
ORCA calculation (ωB97M-V/def2-TZVPD) on 2 unconnected molecules or ions with the total composition C6H9N3O.

Atoms and positions in Å:
O -2.21 0.31 -1.88
N -0.75 -2.55 0.98
N 0.60 -0.91 1.44
N -0.25 1.40 -1.29
C 0.83 1.31 -0.37
C -0.08 -2.96 2.10
C -1.21 0.54 -1.30
C -0.32 -1.37 0.61
C 0.80 -1.92 2.33
C -0.22 2.57 -2.12
H 0.78 2.10 0.39
H -1.42 -3.25 0.56
H 0.76 2.45 -2.57
H 1.64 -1.76 3.12
H -0.23 -3.84 2.59
H 0.78 0.46 0.30
H 1.90 1.35 -0.75
H -0.24 3.45 -1.45
H -1.14 2.64 -2.69

Computed properties:
**Relative energy (zero: lowest compared OMol25 entry of this formula, charge and spin)**: 120.75 kJ/mol
**Strongest force on any atom**: 0.08759 Eh/bohr
**Calculated total energy**: -12879.87613 eV
**E_LUMO (alpha / beta)**: 0.83 / -1.58 eV
**Frontier orbital gap (alpha / beta)**: 7.48 / 7.37 eV
**⟨S²⟩**: 2.012
**Spin multiplicity**: 3

Charges in e, computed with Löwdin, in the same order as the atoms: 0.08, 0.03, 0.01, -0.22, -0.10, -0.10, -0.32, -0.07, -0.16, -0.04, 0.10, 0.19, 0.09, 0.13, 0.07, 0.01, 0.11, 0.10, 0.09

Record 5
ORCA calculation (ωB97M-V/def2-TZVPD) on C2H3NO3 in the gas phase.

Atoms and positions in Å:
O -1.00 -0.69 -0.40
O 1.74 0.16 1.58
O 0.77 0.63 -0.54
N -0.39 -0.66 0.90
C -0.39 0.40 -0.99
C 0.82 0.08 0.78
H -0.94 1.43 -0.65
H -0.25 -1.65 1.40
H -0.37 0.30 -2.08

Computed properties:
**Relative energy (zero: lowest compared OMol25 entry of this formula, charge and spin)**: 360.62 kJ/mol
**Strongest force on any atom**: 0.15530 Eh/bohr
**Calculated total energy**: -9752.35180 eV
**E_LUMO**: 0.56 eV
**SMILES**: O=C1NOCO1
**Frontier orbital gap**: 10.56 eV
**Spin multiplicity**: 1

Charges in e, computed with Löwdin, in the same order as the atoms: -0.05, 0.11, 0.07, 0.10, -0.36, -0.42, 0.18, 0.22, 0.15

Record 6
ORCA calculation (ωB97M-V/def2-TZVPD) on a gas-phase ion, C4H9N2OS (charge +1).

Atoms and positions in Å:
S -1.28 -2.42 -0.51
O -2.07 0.12 0.10
N -1.02 0.97 0.44
N -0.28 -0.10 -1.28
C -0.04 0.89 -0.41
C 1.13 1.85 -0.54
C -0.43 -2.07 1.08
C -1.65 -0.63 -0.98
H -1.10 1.45 1.31
H 0.92 2.87 -0.15
H -1.11 -1.67 1.69
H 0.43 -0.67 -1.69
H 1.19 2.27 -1.64
H -2.37 -0.67 -1.73
H -0.29 -3.12 1.59
H 2.03 1.32 -0.08
H 0.43 -1.59 0.82

Computed properties:
**Relative energy (zero: lowest compared OMol25 entry of this formula, charge and spin)**: 388.31 kJ/mol
**Strongest force on any atom**: 0.11571 Eh/bohr
**Calculated total energy**: -20147.17605 eV
**E_LUMO**: -3.95 eV
**SMILES**: CS[C@@H]1[NH+]=C(C)NO1
**Frontier orbital gap**: 9.11 eV
**Spin multiplicity**: 1
**Total charge**: +1

Charges in e, computed with Löwdin, in the same order as the atoms: 0.89, -0.01, 0.17, 0.12, -0.30, 0.04, -0.33, -0.47, 0.19, 0.10, -0.02, 0.15, 0.14, 0.11, 0.11, 0.13, -0.01